[1]
Computed, not measured: 6 unconnected molecules or ions with the total composition C42H87NO4 at a distorted geometry, with ωB97M-V/def2-TZVPD.

Last column: Mulliken charge in e.
Geometry (Å):
O 1.2097 5.3816 -2.6692  -0.5030
C 0.5382 4.9792 -3.5817  0.6509
O -0.7249 5.5628 -3.7551  -0.3491
C -1.6687 4.5482 -3.3212  -0.4405
C -3.1807 5.0687 -3.3838  -0.5418
C -3.9662 3.9774 -4.2219  -0.5693
C -5.5372 4.0702 -4.0852  -0.6623
N -6.0586 2.6756 -4.1587  0.2891
C -5.6320 1.7092 -5.0685  -0.3430
C -6.2876 0.4137 -4.8821  -0.4531
C -7.1961 0.7427 -3.7360  -0.4934
C -7.0459 2.1242 -3.3372  -0.3970
O 0.8965 3.9661 -4.4322  -0.2922
C 2.3195 3.8974 -4.6213  -0.5449
C 2.8824 2.7699 -3.5495  0.3301
C 4.4983 2.5699 -3.5906  -0.5059
O 3.4450 1.5596 -4.1456  -0.4605
H -1.5676 3.6825 -4.0450  0.2751
H -1.4555 4.1183 -2.3066  0.3239
H -3.5130 5.1208 -2.3120  0.3181
H -3.1895 6.0844 -3.8531  0.2699
H -3.6257 2.9830 -3.8116  0.4717
H -3.7112 4.0633 -5.3135  0.2838
H -5.8116 4.4190 -3.0507  0.3695
H -6.0204 4.7275 -4.8607  0.1822
H -4.8538 1.8858 -5.8532  0.2744
H -6.1341 -0.5402 -5.4296  0.3993
H -7.8876 0.0261 -3.2429  0.3658
H -7.5677 2.7030 -2.5488  0.3374
H 2.6259 3.5348 -5.6335  0.3737
H 2.8683 4.8421 -4.3922  0.3124
H 2.3682 2.7060 -2.5208  0.2334
H 4.9493 2.0625 -2.7096  0.1961
H 4.9665 2.7080 -4.5893  0.3024
C 3.4195 -0.9675 2.7359  -1.1396
C 4.2211 -0.1956 1.6957  0.5613
C 3.3490 0.4119 0.5983  -0.5345
C 2.5816 -0.6022 -0.2531  -0.6855
C 3.4475 -1.6443 -0.9628  -0.3065
C 4.4130 -1.0282 -1.9670  -1.0201
H 2.8977 -1.8186 2.2936  0.3521
H 4.0839 -1.3557 3.5118  0.3849
H 2.6813 -0.3201 3.2157  0.0954
H 4.9872 -0.8453 1.2629  -0.6112
H 4.7556 0.6156 2.2012  0.4079
H 3.9775 1.0316 -0.0496  0.1010
H 2.6264 1.0965 1.0568  0.3516
H 2.0003 -0.0548 -1.0035  0.3650
H 1.8475 -1.1212 0.3726  0.3288
H 2.7883 -2.3388 -1.4929  0.4017
H 4.0024 -2.2457 -0.2348  0.0581
H 3.8688 -0.4641 -2.7277  0.2552
H 4.9846 -1.8115 -2.4705  0.4073
H 5.1289 -0.3588 -1.4840  0.1830
C 6.7517 -3.6838 3.5455  -1.2792
C 7.4379 -2.4881 2.8956  -0.4922
C 7.4950 -2.5830 1.3705  0.0463
C 8.2978 -3.7652 0.8216  -0.8923
C 9.7551 -3.8291 1.2805  -0.4574
C 10.5789 -2.6292 0.8287  -1.1784
H 7.2872 -4.6142 3.3466  0.3956
H 6.7119 -3.5528 4.6291  0.3663
H 5.7270 -3.7902 3.1809  0.2451
H 8.4427 -2.3692 3.3110  0.3855
H 6.8845 -1.5824 3.1649  0.3092
H 7.9063 -1.6486 0.9757  0.4199
H 6.4732 -2.6487 0.9798  -0.1700
H 8.2714 -3.7228 -0.2727  0.4011
H 7.8013 -4.7021 1.0957  0.3497
H 10.2073 -4.7371 0.8693  0.3771
H 9.8109 -3.9260 2.3694  0.2478
H 10.5762 -2.5428 -0.2603  0.2901
H 11.6156 -2.7393 1.1550  0.3831
H 10.2002 -1.6961 1.2504  0.2786
C -0.2020 1.8531 7.8739  -1.0333
C 0.4888 3.0472 7.2258  -0.5921
C 0.5509 2.9519 5.7014  -0.5482
C 1.3532 1.7674 5.1556  -0.3370
C 2.8091 1.6999 5.6185  -0.5058
C 3.6354 2.8983 5.1668  -1.3184
H 0.3323 0.9214 7.6770  0.2716
H -0.2451 1.9844 8.9573  0.4019
H -1.2256 1.7485 7.5060  0.1569
H 1.4926 3.1642 7.6442  0.2618
H -0.0631 3.9539 7.4925  0.4175
H 0.9654 3.8849 5.3075  0.3813
H -0.4698 2.8885 5.3075  0.1217
H 1.3303 1.8094 4.0605  0.3864
H 0.8536 0.8313 5.4289  0.3435
H 3.2601 0.7909 5.2085  0.2570
H 2.8641 1.6036 6.7075  0.3542
H 3.6340 2.9838 4.0773  0.2380
H 4.6715 2.7865 5.4943  0.3962
H 3.2579 3.8322 5.5874  0.3641
C -4.6379 -3.7649 -3.6821  -1.3058
C -6.1245 -3.5667 -3.9529  0.0508
C -6.9843 -4.7410 -3.4846  -0.7546
C -6.6953 -6.0748 -4.1783  -0.7542
C -6.8354 -6.0583 -5.7011  -0.3513
C -8.2503 -5.7396 -6.1693  -1.1733
H -4.2410 -4.6285 -4.2194  0.3146
H -4.0750 -2.8876 -4.0085  0.3835
H -4.4521 -3.9067 -2.6149  0.3026
H -6.2827 -3.3761 -5.0187  0.1833
H -6.4551 -2.6654 -3.4267  0.1628
H -8.0387 -4.4808 -3.6200  0.3176
H -6.8457 -4.8753 -2.4063  0.3869
H -7.3717 -6.8322 -3.7675  0.3810
H -5.6839 -6.4078 -3.9219  0.3097
H -6.5551 -7.0444 -6.0846  0.3564
H -6.1312 -5.3466 -6.1438  0.2488
H -8.9636 -6.4683 -5.7771  0.2927
H -8.3025 -5.7710 -7.2600  0.3693
H -8.5661 -4.7430 -5.8549  0.2780
C -2.8835 -0.2053 5.0178  -1.3415
C -2.2373 0.6153 3.9079  0.6765
C -3.0595 1.8415 3.5093  -0.6722
C -4.4449 1.5365 2.9331  -0.9809
C -4.4508 0.6337 1.6983  -0.4021
C -3.7222 1.2433 0.5062  -1.1441
H -3.8502 -0.6095 4.7110  0.3865
H -2.2438 -1.0498 5.2836  0.3923
H -3.0314 0.4010 5.9148  0.2502
H -2.0518 -0.0223 3.0386  0.3189
H -1.2564 0.9557 4.2549  -0.6132
H -2.4857 2.4296 2.7861  0.3931
H -3.1845 2.4858 4.3868  0.4299
H -4.9314 2.4853 2.6814  0.3908
H -5.0690 1.0776 3.7073  0.3378
H -5.4905 0.4462 1.4122  0.3803
H -4.0179 -0.3433 1.9350  0.2500
H -4.1710 2.1986 0.2225  0.2691
H -3.7828 0.5742 -0.3552  0.4118
H -2.6639 1.4080 0.7195  0.2667

Results
Maximum force, Eh/bohr: 0.097
Kohn-Sham gap, eV: 8.5
Net charge: 0
DFT total energy, hartree: -2008.0541


[2]
Computed, not measured: C4H6O in the gas phase at a distorted geometry, with ωB97M-V/def2-TZVPD.

Last column: Mulliken charge in e.
Geometry (Å):
C -0.8955 1.4765 0.7809  -0.6186
C -0.4018 1.1454 -0.4376  -0.2806
C 0.6162 0.0597 -0.6190  -0.5071
C 0.3211 -1.2356 -0.2032  -0.1134
O 1.3062 -2.1395 -0.2678  -0.4812
H -1.8965 1.9387 0.8861  0.2418
H -0.3910 1.2443 1.7834  0.2602
H -0.4974 1.7886 -1.3140  0.3327
H 1.4587 0.0091 -1.1715  0.4444
H -0.6822 -1.5885 0.0656  0.3629
H 1.0624 -2.6989 0.4971  0.3590

Results
Maximum force, Eh/bohr: 0.113
Kohn-Sham gap, eV: 9.1
Energy above the lowest of the compared OMol25 structures with the same formula, charge and spin, kJ/mol: 182.9
Net charge: 0
DFT total energy, hartree: -231.1541


[3]
Computed, not measured: 12 unconnected molecules or ions with the total composition H24O12 at a distorted geometry, with ωB97M-V/def2-TZVPD.

Last column: Mulliken charge in e.
Geometry (Å):
H -0.3397 0.1677 -0.3908  0.2514
H -0.7539 1.0873 0.5531  0.2564
H -1.9567 -2.0729 2.2094  0.3309
H -2.2796 -1.4631 3.4929  0.3119
H 1.7476 -3.6324 -1.3319  0.3293
H 0.3935 -3.0700 -1.2942  0.2039
H 2.1334 4.5199 -1.9081  0.3126
H 1.9787 3.0464 -2.1701  0.3131
H 3.5858 -2.4239 -1.9190  0.2924
H 2.7243 -1.6539 -0.8770  0.3662
H -4.0763 0.0584 -0.4725  0.2570
H -4.9917 1.2538 0.1023  0.2990
H -3.0568 5.3626 1.4091  0.3177
H -1.8604 4.4256 1.4776  0.3138
H 1.1528 1.7608 -1.0730  0.3770
H 2.3596 0.8120 -1.1889  0.2934
H -1.1098 -3.2641 -0.2599  0.1987
H -1.8071 -1.9107 -0.3200  0.3434
H -3.6220 -1.7417 -0.6004  0.3007
H -4.1855 -0.8857 -1.8674  0.3833
H 2.4104 0.0726 1.8122  0.2944
H 2.2608 1.5000 1.8170  0.3323
H 4.2497 -0.1183 1.4085  0.3322
H 5.6404 -0.5963 1.0067  0.3436
O 0.0187 0.6139 0.3021  -0.5391
O -2.2500 -2.3376 3.1591  -0.6009
O 1.2661 -2.8282 -0.9725  -0.5662
O 2.2139 3.5995 -1.4747  -0.6213
O 2.7048 -1.9381 -1.7791  -0.6229
O -4.7909 0.6794 -0.6727  -0.6130
O -2.5972 4.6852 0.9143  -0.6285
O 1.4269 1.0114 -1.4857  -0.6496
O -1.9391 -2.8086 0.0201  -0.5787
O -4.1786 -1.7954 -1.3975  -0.6155
O 2.7253 0.8056 2.2975  -0.6912
O 4.8024 -0.9212 1.4732  -0.6278

Results
Maximum force, Eh/bohr: 0.165
Kohn-Sham gap, eV: 8.9
Energy above the lowest of the compared OMol25 structures with the same formula, charge and spin, kJ/mol: 660.2
Net charge: 0
DFT total energy, hartree: -917.0739


[4]
Computed, not measured: C4H7IN2 in the gas phase at a distorted geometry, with ωB97M-V/def2-TZVPD.

Last column: Mulliken charge in e.
Geometry (Å):
C -0.4746 0.9234 -0.4268  0.1735
C 0.2663 -0.1947 0.0227  -0.3027
C -1.3451 1.7337 0.6080  -0.2685
C 1.9962 -1.6688 -0.1515  -0.6792
N 1.2723 -0.5919 -0.6267  -0.3976
N -1.9487 1.1200 -0.5196  -0.4845
I -3.1405 -0.4842 -0.5566  0.1073
H -0.2093 1.5591 -1.2440  0.3429
H -0.2717 -0.6506 0.8129  0.2296
H -1.4780 1.1536 1.5534  0.2472
H -1.3257 2.8403 0.6027  0.2221
H 2.7933 -1.1548 0.4680  0.2589
H 1.4847 -2.4032 0.5142  0.2942
H 2.3809 -2.1819 -1.0566  0.2568

Results
Maximum force, Eh/bohr: 0.098
Kohn-Sham gap, eV: 8.8
Energy above the lowest of the compared OMol25 structures with the same formula, charge and spin, kJ/mol: 306.0
Net charge: 0
DFT total energy, hartree: -563.6961


[5]
Computed, not measured: a molecular structure, C31H40BF5N6OS4SeSr at a distorted geometry, with ωB97M-V/def2-TZVPD.

Last column: Mulliken charge in e.
Geometry (Å):
Sr -0.4103 -0.1046 -2.3371  1.1777
F -5.5516 4.0220 -4.6369  -0.3064
C -4.4605 3.2669 -4.7206  0.5348
C -3.7098 2.9927 -3.6044  -0.1838
F -4.0719 3.4813 -2.4137  -0.3266
C -2.5786 2.2107 -3.7248  0.0199
F -1.8940 1.9846 -2.5522  -0.0647
C -2.1234 1.6558 -4.9107  0.5768
S -0.6798 0.6714 -5.0630  -0.4171
C -2.9207 1.9646 -6.0161  0.2025
F -2.5884 1.4997 -7.2165  -0.3380
C -4.0565 2.7432 -5.9329  0.1551
F -4.7762 3.0002 -7.0231  -0.2975
C -2.3800 2.0706 0.5713  -0.8272
N -3.1941 0.8779 0.4072  0.4141
C -4.5746 0.8802 0.2636  -0.7232
C -4.9447 -0.4096 0.1749  -0.8192
N -3.8111 -1.2002 0.2662  0.4946
B -3.9223 -2.7730 0.2829  0.7589
N -2.6944 -3.4526 -0.4050  0.0700
C -2.0242 -4.5224 0.1614  -0.6996
C -1.0995 -4.9571 -0.7115  -0.5119
N -1.2114 -4.1400 -1.8314  0.3153
C -0.3751 -4.2206 -3.0135  -0.9405
C -2.1890 -3.2108 -1.6243  -0.2496
S -2.6345 -1.9820 -2.7367  -0.3407
C -2.7368 -0.4062 0.3973  -0.9179
S -1.0781 -0.8433 0.5506  -0.0587
H -2.6628 2.8134 -0.1711  0.2796
H -1.3333 1.8032 0.4615  0.1091
H -2.5198 2.4895 1.5682  0.3761
H -5.1486 1.7917 0.2284  0.5601
H -5.9211 -0.8493 0.0503  0.4761
H -4.9360 -3.0565 -0.3262  -0.2035
H -3.9320 -3.1572 1.4386  -0.2604
H -2.2727 -4.8788 1.1484  0.4620
H -0.3821 -5.7603 -0.6514  0.4913
H -0.0197 -5.2429 -3.1250  0.3470
H 0.4887 -3.5605 -2.9408  0.2257
H -0.9541 -3.9323 -3.8837  0.3968
C 2.3507 2.6436 -4.4921  -1.1587
S 1.0873 2.5625 -3.2481  0.7900
C 1.8061 3.7518 -2.1200  -1.0800
O 1.3210 1.2249 -2.5397  -0.6863
H 2.4031 3.6673 -4.8725  0.4378
H 2.0566 1.9600 -5.2878  0.2871
H 3.2912 2.3397 -4.0279  0.3517
H 1.8041 4.7348 -2.5986  0.5120
H 2.8165 3.4322 -1.8509  0.3331
H 1.1766 3.7636 -1.2291  0.1401
C 5.5140 0.9963 0.4396  -1.0002
C 5.2046 -0.1219 1.4346  -0.0565
C 4.6215 -1.3678 0.7706  -0.7478
C 3.1818 -1.1948 0.2925  -1.0084
N 2.2446 -1.0130 1.3955  1.3126
C 1.5904 0.1416 1.7246  -0.7377
Se 1.6918 1.7432 0.8335  -0.1705
N 0.8012 -0.1585 2.7914  1.1402
C -0.1941 0.7181 3.4059  -0.8139
C 0.2098 1.1303 4.8186  -0.8702
C 1.4290 2.0491 4.8790  -0.1282
C 1.1572 3.4535 4.3343  -1.0621
C 0.9248 -1.5099 3.1192  0.7343
C 0.2937 -2.2863 4.0779  -0.8904
C 0.6340 -3.6322 4.1292  -0.9828
C 1.5694 -4.1771 3.2453  -0.8682
C 2.1900 -3.3922 2.2812  -0.9690
C 1.8462 -2.0508 2.2415  0.6191
H 5.9740 1.8493 0.9431  0.3627
H 4.6017 1.3585 -0.0422  0.0247
H 6.2055 0.6461 -0.3333  0.3516
H 4.5079 0.2454 2.1956  -0.0203
H 6.1206 -0.4038 1.9588  0.3873
H 4.6595 -2.2102 1.4659  0.3261
H 5.2332 -1.6380 -0.0965  0.5180
H 2.8610 -2.0792 -0.2627  0.3013
H 3.0828 -0.3262 -0.3555  0.1202
H -1.1417 0.1780 3.4052  0.3495
H -0.3040 1.5797 2.7520  0.0316
H 0.4006 0.2280 5.4072  0.3582
H -0.6468 1.6364 5.2765  0.5206
H 2.2542 1.5911 4.3228  0.0221
H 1.7544 2.1230 5.9189  0.4100
H 1.0124 3.4386 3.2514  0.1160
H 1.9974 4.1215 4.5410  0.3644
H 0.2632 3.8834 4.7996  0.3307
H -0.4475 -1.8679 4.7494  0.4563
H 0.1628 -4.2710 4.8665  0.4162
H 1.8097 -5.2317 3.3068  0.4268
H 2.9011 -3.8186 1.5837  0.4416

Results
Maximum force, Eh/bohr: 0.050
Kohn-Sham gap, eV: 7.5
Energy above the lowest of the compared OMol25 structures with the same formula, charge and spin, kJ/mol: 85.2
Net charge: 0
DFT total energy, hartree: -6158.3122


[6]
Computed, not measured: a gas-phase ion, C5H6N (charge +1) at a distorted geometry, with ωB97M-V/def2-TZVPD.

Last column: Mulliken charge in e.
Geometry (Å):
C -1.7163 -0.0596 0.7470  0.0183
C 1.2659 0.1955 -0.0769  -0.3912
C 0.1285 0.6871 -1.0148  -0.4197
C 0.2630 -0.9019 0.5042  0.0487
C -0.6822 -0.3809 1.5338  -0.3448
N -0.8039 -0.2203 -0.2604  0.0481
H -2.6613 0.3696 0.6606  0.4224
H 2.1537 -0.3957 -0.4869  0.3125
H 1.6394 0.7471 0.8857  0.2954
H 0.0401 0.1505 -2.0337  0.2607
H -0.2999 1.6971 -1.0610  0.3306
H 0.6730 -1.8884 0.6022  0.4190

Results
Maximum force, Eh/bohr: 0.063
Kohn-Sham gap (alpha / beta), eV: 9.0 / 9.0
Energy above the lowest of the compared OMol25 structures with the same formula, charge and spin, kJ/mol: 639.4
Net charge: +1
DFT total energy, hartree: -248.3721


[7]
Computed, not measured: C2H5IN2O in the gas phase at a distorted geometry, with ωB97M-V/def2-TZVPD.

Last column: Mulliken charge in e.
Geometry (Å):
C -0.2839 -0.3479 1.2425  -0.2492
C 0.6215 0.7942 -0.9005  -0.3590
N -0.7794 -0.8567 -0.0894  -0.4922
N -0.5901 0.2076 -0.9688  -0.1261
O 0.8215 0.3946 1.0950  -0.5514
I 2.2999 -0.2609 -1.5661  0.1297
H -1.1337 0.2230 1.6762  0.2640
H -0.1059 -1.2425 1.8503  0.3500
H 0.6985 1.8623 -1.0404  0.4284
H -0.1726 -1.6235 -0.3855  0.3047
H -1.3757 0.8498 -0.9132  0.3012

Results
Maximum force, Eh/bohr: 0.050
Kohn-Sham gap, eV: 9.2
Energy above the lowest of the compared OMol25 structures with the same formula, charge and spin, kJ/mol: 231.4
Net charge: 0
DFT total energy, hartree: -561.5417


[8]
Computed, not measured: 2 unconnected molecules or ions with the total composition C2H2F3N3 at a distorted geometry, with ωB97M-V/def2-TZVPD.

Last column: Mulliken charge in e.
Geometry (Å):
C 1.5330 -0.5865 0.2915  -0.7140
C 2.4003 0.5232 -0.2670  1.1615
N 1.6197 -3.1589 -2.0995  -0.2057
N 1.0804 -2.2567 -1.7611  0.1972
N 0.2374 -0.3223 0.1309  -0.1757
F 1.6886 1.4752 -0.9437  -0.3213
F 2.9455 1.1377 0.8302  -0.2402
F 3.3179 0.0633 -1.0776  -0.2151
H 0.1174 0.7630 -0.0437  0.2692
H -0.5017 -0.8700 0.5427  0.2444

Results
Maximum force, Eh/bohr: 0.095
Kohn-Sham gap, eV: 9.7
Energy above the lowest of the compared OMol25 structures with the same formula, charge and spin, kJ/mol: 56.4
Net charge: 0
DFT total energy, hartree: -541.2412